[1]
36
Properties=species:S:1:pos:R:3:forces:R:3 method="wB97M-V/def2-TZVPD" homo_energy_ev="-13.71 / -13.66" multiplicity=2 total_energy_ev=-20361.0433 total_charge=+1
C -1.526 -0.369 1.813 -0.79 1.43 0.44
N -0.386 -0.157 0.923 -1.67 -3.49 -0.54
C 0.692 -1.104 1.116 1.74 0.59 1.44
C 2.125 -0.408 1.082 -1.43 -0.23 -0.36
C 2.798 -0.681 -0.233 1.26 0.27 -0.78
O 3.027 0.150 -1.074 -0.44 0.25 0.31
C -2.883 -0.042 1.158 0.39 0.60 1.04
C -2.897 1.360 0.501 -0.46 -1.30 -0.47
H -1.512 0.316 2.672 0.66 0.01 0.08
H -1.463 -1.369 2.244 0.13 -0.06 -0.10
H -0.764 -0.220 -0.050 0.74 1.48 -0.15
H 0.602 -1.511 2.118 -0.18 0.01 0.12
H 0.647 -1.943 0.427 -0.32 0.22 -0.56
H 1.908 0.637 1.278 0.56 0.31 -0.28
H 2.734 -0.788 1.891 0.02 -0.26 0.18
H 3.205 -1.699 -0.418 -0.47 0.01 0.39
H -3.142 -0.874 0.540 -0.39 -0.30 -0.81
H -3.593 -0.020 1.990 0.08 -0.29 -0.10
H -2.905 1.219 -0.577 0.30 0.31 -0.03
H -3.828 1.879 0.724 0.31 0.20 0.29
H -2.006 1.895 0.821 -0.19 0.51 -0.05
H -0.109 2.677 -0.052 -0.03 0.41 -0.18
H 0.650 2.778 1.205 0.29 0.44 0.29
O 0.331 3.344 0.492 -0.25 -0.73 0.06
H 1.181 3.250 -1.795 0.57 0.11 0.06
H 2.135 2.000 -1.945 -0.07 0.17 0.18
O 1.263 2.362 -2.154 -0.59 -0.10 -0.11
H 1.374 -3.968 0.294 0.06 0.01 -0.23
H 1.448 -3.134 -1.052 -0.18 -0.31 0.10
O 1.539 -4.017 -0.654 0.11 0.09 0.09
H -0.392 1.508 -1.720 0.51 -0.64 -0.47
H -1.389 0.686 -2.545 0.01 -0.21 0.07
O -0.787 0.610 -1.792 -0.30 0.49 0.12
H 0.743 -1.861 -3.076 0.13 -0.21 0.22
H 0.419 -0.799 -2.032 0.13 -0.28 -0.17
O 0.761 -1.711 -2.121 -0.25 0.49 -0.12

[2]
97
Properties=species:S:1:pos:R:3:forces:R:3 method="wB97M-V/def2-TZVPD" homo_energy_ev=-9.35 total_energy_ev=-63148.4559 total_charge=+1
O -1.516 1.378 -1.230 6.92 4.20 -3.66
C -0.570 2.024 -1.759 -3.32 -0.62 0.65
N 0.289 2.823 -2.403 -4.37 -1.36 3.70
C -0.259 4.209 -2.121 -0.65 -0.01 -0.51
C -1.555 4.549 -2.937 1.33 4.81 3.80
C -2.093 6.005 -2.535 3.01 -3.50 0.55
C -3.425 6.641 -3.167 0.42 0.70 0.75
C -4.749 5.743 -2.924 1.05 0.31 0.51
C -5.031 5.616 -1.334 -0.59 0.34 -0.99
O -5.825 6.800 -0.962 1.27 -0.81 -0.04
C -1.172 6.649 -1.453 -1.07 0.86 -0.70
O -1.602 7.963 -0.978 -0.80 -4.75 -0.90
N -0.587 8.875 -1.150 2.68 2.14 3.33
O -0.225 9.218 -0.056 -0.63 -0.17 -3.06
N 0.028 6.157 -0.852 -3.81 -0.02 -2.91
N 0.492 4.948 -1.175 -2.46 -1.21 -2.41
H -2.084 3.871 -3.693 1.15 1.02 1.30
H -3.255 6.799 -4.290 -0.04 -0.25 1.65
H -3.567 7.684 -2.672 0.28 -1.79 -0.96
H -4.573 4.735 -3.451 -0.56 1.43 0.86
H -5.640 6.324 -3.374 1.49 -1.18 0.63
H -4.081 5.604 -0.686 -1.28 -0.34 -1.07
H -5.665 4.655 -1.192 1.01 1.88 0.18
H -5.219 7.566 -0.834 -0.60 -0.92 -0.09
H 0.549 6.732 -0.149 -0.20 -0.87 -0.67
C -1.141 -3.164 -0.266 0.55 0.13 0.16
O -1.355 -4.362 -0.329 0.27 0.32 0.08
N 0.050 -2.588 0.072 -0.95 -0.17 -0.30
C 0.226 -1.152 0.124 0.06 -0.18 -0.01
C 1.178 -3.443 0.390 -0.02 -0.22 -0.04
H -1.929 -2.425 -0.488 0.02 0.10 0.01
H 1.009 -0.863 -0.582 0.02 0.08 0.12
H 0.524 -0.868 1.137 0.06 0.18 -0.09
H -0.699 -0.634 -0.136 0.00 -0.24 0.09
H 1.399 -4.078 -0.472 0.09 0.00 0.17
H 0.915 -4.080 1.237 0.15 0.00 -0.11
H 2.055 -2.844 0.639 -0.18 0.00 -0.03
C 1.935 -2.972 4.745 -0.16 -0.56 0.02
O 2.643 -2.692 3.793 -0.23 -0.22 0.11
N 1.405 -4.204 5.003 0.25 0.95 0.00
C 0.570 -4.458 6.160 0.08 -0.15 -0.19
C 1.686 -5.294 4.089 0.20 0.17 -0.15
H 1.660 -2.217 5.500 -0.06 -0.07 0.08
H 1.039 -5.230 6.775 -0.18 0.05 0.10
H -0.410 -4.806 5.822 -0.01 0.00 0.21
H 0.442 -3.553 6.757 0.07 -0.06 -0.12
H 2.767 -5.449 4.040 -0.11 -0.11 -0.12
H 1.325 -5.028 3.093 0.09 -0.20 0.05
H 1.198 -6.211 4.423 0.02 0.18 0.03
C 3.161 0.745 -0.498 0.62 0.04 0.26
O 3.418 -0.431 -0.681 0.01 0.29 0.07
N 3.995 1.656 0.071 -0.79 -0.33 -0.42
C 3.596 3.035 0.249 0.27 -0.10 0.09
C 5.313 1.236 0.509 -0.03 -0.34 -0.09
H 2.190 1.175 -0.793 -0.03 0.16 0.04
H 4.286 3.682 -0.298 -0.15 0.17 0.12
H 3.630 3.282 1.313 -0.06 0.22 -0.11
H 2.582 3.196 -0.124 0.12 -0.04 0.03
H 5.865 0.840 -0.347 0.08 -0.01 0.18
H 5.206 0.443 1.254 0.17 0.04 -0.06
H 5.859 2.075 0.942 -0.17 -0.04 -0.09
C 2.409 6.872 1.829 0.47 -0.16 1.11
O 2.848 6.110 0.980 -0.38 0.09 -0.04
N 2.750 6.866 3.148 -0.54 0.23 -1.21
C 2.185 7.806 4.097 0.12 -0.10 0.10
C 3.712 5.887 3.619 0.13 -0.19 -0.29
H 1.673 7.655 1.579 -0.04 0.19 0.18
H 2.993 8.392 4.541 -0.18 0.05 0.06
H 1.664 7.250 4.880 0.00 0.19 0.03
H 1.480 8.481 3.607 0.10 -0.10 -0.01
H 4.652 6.020 3.077 -0.02 -0.13 0.13
H 3.329 4.884 3.415 0.16 0.02 0.09
H 3.885 6.003 4.689 -0.10 0.07 -0.17
C -5.590 -7.384 -2.373 0.45 0.22 0.21
O -5.342 -8.562 -2.554 0.04 0.36 0.14
N -4.744 -6.474 -1.804 -0.85 -0.33 -0.35
C -5.113 -5.086 -1.624 0.18 -0.31 0.02
C -3.430 -6.912 -1.366 0.05 -0.26 -0.18
H -6.558 -6.946 -2.669 -0.02 0.12 0.01
H -4.406 -4.455 -2.169 -0.08 0.15 0.10
H -5.073 -4.843 -0.558 -0.03 0.20 -0.07
H -6.122 -4.898 -1.996 0.08 -0.10 0.01
H -2.886 -7.317 -2.222 -0.03 0.05 0.35
H -3.549 -7.702 -0.620 0.14 0.01 -0.05
H -2.871 -6.079 -0.935 -0.17 -0.07 -0.12
C 0.173 -8.255 -3.053 0.24 0.29 0.07
O -1.002 -7.974 -2.905 0.63 0.10 -0.10
N 1.219 -7.394 -2.882 -0.43 -0.67 -0.19
C 2.596 -7.802 -3.076 -0.17 0.22 0.07
C 0.943 -6.024 -2.494 -0.33 -0.14 0.07
H 0.492 -9.268 -3.347 0.10 0.02 0.00
H 3.146 -7.655 -2.143 0.16 -0.08 -0.12
H 3.042 -7.189 -3.863 0.17 -0.12 0.05
H 2.655 -8.853 -3.365 -0.09 0.12 0.04
H 0.409 -6.024 -1.540 -0.03 0.21 -0.11
H 0.306 -5.560 -3.251 0.01 0.12 0.16
H 1.871 -5.458 -2.397 -0.03 -0.17 -0.07

[3]
82
Properties=species:S:1:pos:R:3:forces:R:3 method="wB97M-V/def2-TZVPD" homo_energy_ev="-13.25 / -13.15" multiplicity=3 total_energy_ev=-91371.8974 total_charge=+2
V -1.888 -0.933 0.120 0.09 -0.27 0.02
C -2.008 2.590 0.878 0.03 -0.05 -0.05
C -2.984 1.741 1.625 0.00 0.21 0.12
C -3.703 2.352 2.656 0.03 -0.10 -0.07
C -4.638 1.643 3.371 0.04 -0.01 -0.04
C -4.853 0.318 3.026 0.07 0.01 -0.07
C -4.113 -0.241 2.004 -0.20 0.20 0.26
N -3.164 0.444 1.307 -0.03 -0.22 -0.04
C -4.350 -1.639 1.614 -0.31 -0.24 -0.04
C -5.428 -2.412 2.037 0.17 0.02 -0.01
C -5.548 -3.703 1.552 -0.01 0.00 0.01
C -4.622 -4.196 0.645 0.11 0.03 0.02
C -3.581 -3.367 0.257 -0.19 -0.08 0.03
N -3.474 -2.133 0.744 0.31 0.42 -0.17
C -2.595 -3.689 -0.790 0.07 -0.19 -0.09
C -2.397 -4.984 -1.217 0.07 0.00 -0.06
C -1.566 -5.207 -2.309 -0.03 0.08 0.03
C -1.035 -4.116 -2.960 -0.03 0.07 0.11
C -1.261 -2.825 -2.474 0.05 -0.08 -0.15
C -0.748 -1.668 -3.270 0.06 0.00 -0.02
N -1.972 -2.619 -1.352 -0.22 0.12 0.15
H -2.171 3.636 1.127 0.00 0.00 -0.01
H -2.122 2.459 -0.195 0.01 0.02 -0.02
H -0.982 2.329 1.142 0.02 -0.02 0.00
H -3.509 3.392 2.874 -0.01 0.01 0.00
H -5.194 2.104 4.175 0.00 0.00 0.00
H -5.580 -0.268 3.564 0.01 -0.02 -0.01
H -6.173 -2.019 2.711 0.01 0.00 0.00
H -6.380 -4.320 1.863 0.00 0.00 0.00
H -4.737 -5.185 0.226 0.01 0.00 0.01
H -2.882 -5.809 -0.717 0.00 0.02 0.01
H -1.380 -6.211 -2.665 0.00 -0.01 0.00
H -0.447 -4.237 -3.859 0.00 -0.01 -0.01
H -0.649 -1.964 -4.313 -0.03 0.00 0.00
H 0.234 -1.355 -2.919 0.02 0.00 -0.03
H -1.412 -0.810 -3.204 -0.01 0.00 0.00
Cl -1.628 -0.381 4.176 -0.08 -0.02 0.00
C -0.095 -0.186 3.374 -0.03 -0.08 -0.07
C 0.821 0.674 3.961 -0.01 -0.01 -0.04
C 2.073 0.816 3.394 0.06 0.07 0.08
C 2.405 0.084 2.261 0.02 -0.05 -0.12
C 1.480 -0.768 1.691 -0.04 0.07 0.12
C 0.193 -0.922 2.220 0.18 0.14 0.15
C -0.780 -1.836 1.587 -0.16 -0.20 -0.06
H 0.554 1.204 4.864 0.00 0.00 -0.01
H 2.799 1.473 3.856 -0.01 0.00 -0.02
H 3.394 0.169 1.834 0.05 0.00 -0.01
H 1.753 -1.350 0.818 -0.02 -0.03 0.01
H -1.455 -2.302 2.302 0.04 -0.03 0.06
H -0.280 -2.621 1.004 0.06 0.03 0.00
C 5.472 0.278 -0.137 0.02 0.02 0.06
C 4.760 -0.954 -0.682 0.00 -0.05 0.03
C 4.399 -0.835 -2.160 -0.05 -0.06 -0.06
C 3.514 0.349 -2.513 0.01 0.12 -0.13
N 2.192 0.203 -1.883 0.02 -0.08 0.14
C 1.195 1.065 -1.705 0.09 -0.38 0.03
S -0.248 0.534 -0.913 -0.23 0.50 0.00
N 1.192 2.329 -2.092 -0.03 -0.02 -0.13
C 2.221 3.141 -2.755 0.06 0.00 -0.05
C 3.152 3.857 -1.781 0.06 -0.06 0.01
C 2.553 5.056 -1.050 0.05 0.08 -0.02
C 1.446 4.736 -0.052 -0.09 -0.03 0.02
H 5.846 0.105 0.872 -0.03 -0.02 0.00
H 4.812 1.148 -0.092 0.01 0.00 -0.01
H 6.332 0.541 -0.757 -0.01 0.00 -0.01
H 3.866 -1.164 -0.085 0.00 0.02 0.01
H 5.400 -1.830 -0.564 0.01 0.01 0.00
H 3.922 -1.753 -2.519 -0.01 -0.02 0.05
H 5.316 -0.735 -2.745 -0.01 0.04 -0.01
H 3.388 0.392 -3.596 0.02 0.04 0.00
H 3.973 1.278 -2.180 0.02 -0.05 0.00
H 2.006 -0.708 -1.495 0.01 0.01 0.03
H 0.345 2.812 -1.843 -0.05 0.02 0.02
H 1.682 3.857 -3.377 0.01 0.03 0.04
H 2.777 2.505 -3.437 -0.02 0.05 -0.01
H 4.022 4.193 -2.350 -0.02 0.00 -0.03
H 3.524 3.127 -1.052 0.00 0.03 0.02
H 2.191 5.781 -1.785 0.00 -0.02 -0.01
H 3.368 5.557 -0.524 -0.02 -0.02 0.02
H 0.507 4.459 -0.542 0.02 0.02 0.01
H 1.224 5.608 0.562 0.00 -0.01 0.00
H 1.729 3.918 0.616 0.01 0.01 -0.01

[4]
9
Properties=species:S:1:pos:R:3:forces:R:3 method="wB97M-V/def2-TZVPD" homo_energy_ev=-4.49 total_energy_ev=-21582.9616 total_charge=-1
C -1.423 -0.389 1.180 -0.82 0.66 0.09
N -0.247 -0.422 0.632 0.07 -0.45 0.13
O 0.486 -1.432 0.656 0.39 -0.37 -0.06
O 0.816 0.211 -2.576 -0.07 0.16 0.48
O 0.195 0.675 0.053 -0.09 0.81 0.00
O 2.337 1.676 -1.363 -0.54 0.05 0.33
S 1.633 0.399 -1.380 0.78 -0.63 -0.90
H -1.814 -1.242 1.695 0.26 -0.33 0.01
H -1.984 0.524 1.103 0.03 0.09 -0.08